Entry 1:
{"formula": "C4H8O2", "method": "ωB97M-V with the def2-TZVPD basis set", "symbols": ["C", "C", "C", "C", "O", "O", "H", "H", "H", "H", "H", "H", "H", "H"], "positions_angstrom": [[1.79, 0.22, 0.59], [-0.20, -0.29, 0.30], [-0.06, -0.93, -1.02], [-0.69, 1.12, 0.13], [-1.40, -1.04, 0.91], [2.49, -0.45, -0.08], [1.89, 1.18, 1.24], [-0.88, -1.75, -1.03], [0.94, -1.30, -1.02], [0.03, -0.31, -1.87], [0.03, 1.82, -0.21], [-1.24, 1.71, 0.85], [-1.39, 1.17, -0.68], [-1.31, -1.16, 1.90]], "orbital_gap_ev": 9.3453, "homo_ev": -8.9, "relative_energy_ev": 4.6959, "total_energy_ha": -307.53986, "largest_force_ha_per_bohr": 0.068}

***

Entry 2:
{"formula": "C4H8O2", "method": "ωB97M-V with the def2-TZVPD basis set", "symbols": ["C", "C", "C", "O", "H", "H", "H", "H", "H", "H", "C", "O", "H", "H"], "positions_angstrom": [[-1.62, -0.20, 0.29], [-0.91, 0.45, -0.86], [0.19, 0.04, -1.49], [1.00, -1.02, -1.19], [-2.62, -0.54, -0.02], [-1.09, -1.05, 0.71], [-1.77, 0.52, 1.11], [-1.38, 1.34, -1.28], [0.57, 0.57, -2.36], [0.81, -1.33, -0.29], [1.71, 0.32, 1.34], [1.10, -0.69, 1.61], [1.78, 1.16, 2.05], [2.24, 0.43, 0.38]], "orbital_gap_ev": 9.2270, "homo_ev": -8.7, "relative_energy_ev": 2.1349, "total_energy_ha": -307.63397, "smiles": "C/C=C\\O.C=O", "largest_force_ha_per_bohr": 0.012}

***

Entry 3:
{"formula": "C4H8O2", "method": "ωB97M-V with the def2-TZVPD basis set", "symbols": ["C", "C", "O", "C", "C", "O", "H", "H", "H", "H", "H", "H", "H", "H"], "positions_angstrom": [[1.94, 0.74, 0.15], [1.05, 0.40, -1.00], [-0.66, 0.57, -0.53], [-0.88, -0.49, 0.19], [-2.31, -0.73, 0.60], [0.02, -1.32, 0.39], [2.88, 1.15, -0.25], [1.49, 1.47, 0.82], [2.21, -0.15, 0.73], [1.31, -0.50, -1.54], [0.93, 1.22, -1.70], [-2.45, -0.35, 1.62], [-3.00, -0.21, -0.07], [-2.53, -1.80, 0.58]], "orbital_gap_ev": 10.8998, "homo_ev": -9.9, "relative_energy_ev": 1.4198, "total_energy_ha": -307.66025, "smiles": "CCOC(C)=O", "largest_force_ha_per_bohr": 0.065}

***

Entry 4:
{"formula": "C4H8O2", "method": "ωB97M-V with the def2-TZVPD basis set", "symbols": ["O", "C", "C", "C", "C", "O", "H", "H", "H", "H", "H", "H", "H", "H"], "positions_angstrom": [[-2.01, 0.67, -0.36], [-1.53, -0.57, 0.10], [-0.04, -0.51, 0.41], [0.92, -0.26, -0.75], [1.50, 0.81, 0.18], [0.35, 0.73, 1.04], [-1.69, 1.32, 0.28], [-2.09, -0.92, 0.97], [-1.68, -1.29, -0.71], [0.25, -1.37, 1.04], [1.57, -1.08, -1.06], [0.41, 0.17, -1.61], [1.65, 1.82, -0.23], [2.41, 0.49, 0.71]], "orbital_gap_ev": 11.0264, "homo_ev": -10.0, "relative_energy_ev": 1.9194, "total_energy_ha": -307.64189, "largest_force_ha_per_bohr": 0.006}